{"formula": "C50H61O4PbS5", "method": "ωB97M-V with the def2-TZVPD basis set", "species": ["Pb", "C", "O", "C", "C", "C", "C", "C", "C", "C", "C", "C", "C", "C", "C", "C", "C", "C", "C", "C", "C", "C", "C", "C", "C", "C", "C", "C", "C", "C", "C", "C", "C", "O", "C", "C", "C", "C", "C", "O", "C", "C", "C", "C", "C", "C", "O", "C", "C", "C", "C", "H", "H", "H", "H", "H", "H", "H", "H", "H", "H", "H", "H", "H", "H", "H", "H", "H", "H", "H", "H", "H", "H", "H", "H", "H", "H", "H", "H", "H", "H", "H", "H", "H", "H", "H", "H", "H", "H", "H", "H", "H", "H", "H", "H", "H", "H", "H", "H", "H", "H", "H", "H", "H", "H", "H", "H", "H", "H", "C", "S", "C", "C", "S", "S", "C", "S", "S", "H", "H", "H"], "positions_angstrom": [[-0.93602, 1.42261, 0.00626], [0.74562, 2.53166, -3.13362], [0.95434, 2.08213, -1.77718], [2.09572, 1.30357, -1.55241], [3.06515, 1.82766, -0.71447], [2.88138, 3.17336, -0.04253], [1.81585, 3.26130, 1.02939], [1.08111, 4.41057, 1.20996], [0.22318, 4.59064, 2.31381], [-0.00576, 3.47833, 3.15945], [0.67549, 2.30091, 3.03382], [0.50040, 1.19580, 4.05202], [0.54040, -0.23080, 3.54133], [1.54901, -1.09734, 3.95619], [1.61068, -2.41768, 3.53447], [0.62460, -2.85032, 2.64794], [-0.39093, -2.01963, 2.20390], [-1.36641, -2.55170, 1.16845], [-0.77278, -2.74375, -0.20890], [-0.98299, -3.88205, -0.92349], [-0.53470, -4.03156, -2.26452], [0.20494, -2.98346, -2.85128], [0.45619, -1.81348, -2.18841], [1.12583, -0.65114, -2.88683], [2.22350, 0.02617, -2.09025], [3.39765, -0.67171, -1.85142], [4.43377, -0.15205, -1.07716], [4.23155, 1.09619, -0.50749], [5.71667, -0.95888, -0.87350], [6.74587, -0.18809, -0.04572], [6.34041, -1.27083, -2.24513], [5.38877, -2.27285, -0.14859], [-0.04981, -1.65855, -0.83693], [0.13320, -0.59207, -0.20948], [-0.93090, -5.27077, -3.04089], [-0.31659, -5.29965, -4.44183], [-2.46947, -5.25378, -3.17521], [-0.49083, -6.53129, -2.28007], [-0.43714, -0.71784, 2.69305], [-1.44973, 0.15978, 2.29028], [-2.74890, -0.07532, 2.87580], [2.70574, -3.38711, 3.98475], [2.05335, -4.61408, 4.64526], [3.52036, -3.83590, 2.76119], [3.66119, -2.75011, 4.99673], [1.72331, 2.18910, 2.01924], [2.52213, 1.24017, 2.01921], [-0.32416, 5.95874, 2.71638], [0.37722, 6.34793, 4.03609], [-1.84017, 5.93088, 2.96331], [-0.01750, 7.03574, 1.67617], [1.43759, 2.03893, -3.81175], [0.91605, 3.60744, -3.17660], [-0.27823, 2.31019, -3.43087], [2.69048, 3.94002, -0.79340], [3.82826, 3.43031, 0.43550], [1.23551, 5.22813, 0.51339], [-0.71264, 3.57391, 3.97997], [-0.43993, 1.36376, 4.58132], [1.29732, 1.30549, 4.79105], [2.31913, -0.69890, 4.60793], [0.66344, -3.86200, 2.24903], [-2.22424, -1.88321, 1.06070], [-1.75404, -3.51213, 1.50257], [-1.52982, -4.69026, -0.44930], [0.57446, -3.08373, -3.86527], [0.33525, 0.05863, -3.14132], [1.53291, -1.01317, -3.83077], [3.48022, -1.67720, -2.26067], [4.97477, 1.51297, 0.16396], [7.00986, 0.76131, -0.52173], [7.65814, -0.78363, 0.04001], [6.38550, 0.01515, 0.96845], [6.54680, -0.34667, -2.79243], [5.68374, -1.89228, -2.85997], [7.28402, -1.80886, -2.11225], [4.92287, -2.07212, 0.82079], [6.30360, -2.84894, 0.01936], [4.70246, -2.89282, -0.73373], [-0.65841, -4.45807, -5.05076], [-0.62267, -6.21648, -4.94659], [0.77733, -5.28919, -4.40382], [-2.81035, -4.32069, -3.63455], [-2.96171, -5.35829, -2.20443], [-2.78946, -6.08477, -3.80889], [0.59838, -6.57752, -2.19962], [-0.83183, -7.41535, -2.82181], [-0.91161, -6.57556, -1.27309], [-2.75651, -1.01537, 3.42167], [-3.50049, -0.10761, 2.08624], [-2.98809, 0.73853, 3.56043], [1.42750, -5.17138, 3.94209], [1.42997, -4.30946, 5.49095], [2.82776, -5.29335, 5.01657], [2.89261, -4.35128, 2.02773], [4.31394, -4.52363, 3.06972], [3.98053, -2.97389, 2.26917], [3.13092, -2.42119, 5.89575], [4.19653, -1.89543, 4.56992], [4.40719, -3.48953, 5.30106], [0.07819, 5.69205, 4.85729], [0.11018, 7.37384, 4.30486], [1.46371, 6.29061, 3.93128], [-2.15490, 5.05959, 3.54573], [-2.39117, 5.93524, 2.02335], [-2.13611, 6.82452, 3.51964], [1.05917, 7.17188, 1.53876], [-0.43021, 7.98919, 2.01463], [-0.47041, 6.80295, 0.70711], [-3.16033, 4.29042, -0.36951], [-3.67263, 2.67030, 0.28222], [-4.49256, 2.00886, -1.11311], [-3.94580, 1.13718, -1.97557], [-2.35788, 0.41060, -1.99495], [-5.00064, 0.63944, -3.27953], [-6.39391, 1.59877, -2.85931], [-7.78301, 1.57378, -3.70099], [-6.14971, 2.50720, -1.40390], [-2.24732, 4.57573, 0.15555], [-3.94221, 5.02202, -0.18743], [-2.96570, 4.19622, -1.43690]], "atomic_forces_ev_per_a": [[0.1, 0.5, 0.1], [0.1, 0.1, 0.2], [-0.2, -0.3, -0.2], [0.1, 0.2, 0.0], [0.1, 0.1, 0.0], [-0.1, -0.2, 0.0], [0.2, -0.1, 0.0], [0.0, 0.1, 0.0], [0.0, -0.1, 0.0], [-0.1, 0.1, 0.0], [0.1, -0.2, 0.1], [0.0, -0.1, -0.2], [0.0, 0.1, 0.1], [0.2, 0.0, 0.0], [0.0, 0.0, 0.0], [0.1, 0.0, -0.2], [0.0, -0.2, -0.1], [0.2, 0.3, -0.1], [-0.1, -0.1, 0.0], [0.0, -0.1, -0.1], [0.0, 0.1, 0.1], [0.0, -0.1, 0.0], [0.0, 0.0, 0.0], [-0.1, 0.0, 0.2], [0.0, -0.2, -0.1], [-0.1, -0.1, 0.0], [0.0, 0.0, 0.0], [0.0, 0.0, 0.2], [0.0, 0.0, 0.0], [0.0, 0.0, 0.1], [0.0, 0.0, 0.0], [0.0, 0.0, 0.0], [0.1, -0.5, -0.3], [0.1, 0.5, 0.2], [-0.1, 0.0, 0.0], [0.0, 0.0, 0.0], [0.0, 0.0, 0.0], [0.0, 0.0, 0.0], [0.0, 0.0, 0.1], [-0.3, -0.2, -0.2], [0.1, 0.1, 0.0], [0.0, 0.0, 0.0], [0.0, 0.0, 0.0], [0.0, 0.0, 0.0], [0.0, 0.0, 0.0], [-0.1, 0.0, 0.0], [0.0, 0.0, 0.1], [0.0, 0.0, 0.0], [0.1, 0.0, 0.0], [0.0, -0.1, 0.1], [0.0, 0.0, 0.0], [0.0, -0.1, 0.0], [0.0, 0.0, 0.0], [-0.1, 0.0, 0.1], [-0.1, 0.1, 0.0], [0.1, 0.0, 0.0], [0.0, -0.1, 0.1], [0.1, 0.0, -0.1], [0.0, 0.1, 0.0], [0.0, 0.0, 0.0], [-0.1, 0.0, 0.0], [0.0, 0.1, 0.1], [0.0, 0.0, 0.0], [-0.1, -0.1, 0.0], [0.0, 0.0, -0.1], [-0.1, 0.0, 0.1], [0.0, 0.0, 0.0], [0.0, 0.0, -0.1], [0.0, 0.1, 0.0], [-0.1, 0.0, -0.1], [0.0, -0.1, 0.1], [-0.1, 0.0, 0.0], [0.0, 0.0, -0.1], [0.0, -0.1, 0.0], [0.0, 0.1, 0.0], [-0.1, 0.0, 0.0], [0.1, 0.0, -0.2], [-0.1, 0.0, 0.0], [0.0, 0.0, 0.1], [0.0, -0.1, 0.0], [0.0, 0.0, 0.0], [-0.1, 0.0, 0.0], [0.0, -0.1, 0.0], [0.0, 0.0, -0.1], [0.0, 0.0, 0.1], [-0.1, 0.0, 0.0], [0.0, 0.0, 0.0], [0.0, 0.0, -0.1], [0.0, -0.1, 0.0], [0.1, 0.0, 0.0], [0.0, 0.0, 0.0], [0.1, 0.1, 0.1], [0.0, 0.0, -0.1], [-0.1, 0.1, -0.1], [0.1, 0.0, 0.1], [-0.1, 0.1, 0.0], [-0.1, -0.2, 0.1], [0.1, 0.0, -0.1], [-0.1, -0.1, 0.0], [-0.1, 0.1, 0.0], [0.0, 0.0, -0.1], [0.0, -0.1, 0.0], [-0.1, 0.0, 0.0], [0.0, 0.1, -0.1], [0.0, -0.1, 0.0], [0.0, -0.1, -0.1], [-0.1, 0.0, 0.0], [0.0, -0.1, 0.0], [0.1, 0.0, 0.0], [0.1, -0.1, 0.0], [-0.1, 0.1, 0.1], [-0.2, 0.1, 0.2], [0.0, -0.1, -0.2], [0.1, -0.1, 0.1], [0.1, 0.0, -0.1], [-0.1, -0.2, 0.1], [0.0, 0.1, 0.0], [0.1, 0.0, 0.0], [0.0, 0.1, 0.0], [0.0, 0.0, 0.0], [0.0, 0.0, 0.0]], "mulliken_charge": [0.558, -1.209, -0.228, 0.560, 0.077, -1.679, 0.656, -0.217, -0.197, -0.695, 0.683, -1.799, 0.061, -0.158, -0.042, -0.539, -0.246, -0.960, -0.324, -0.502, -0.141, -0.282, 0.059, -0.908, -0.099, -0.868, -0.119, -0.235, 2.185, -2.204, -1.745, -1.995, 0.118, 0.654, 1.856, -2.046, -1.558, -1.603, 0.216, 0.060, -1.192, 2.104, -1.764, -1.163, -2.159, 0.385, -0.696, 1.856, -1.695, -1.398, -2.043, 0.436, 0.224, 0.236, 0.446, 0.631, 0.613, 0.649, 0.412, 0.649, 0.550, 0.554, 0.205, 0.588, 0.556, 0.638, 0.349, 0.478, 0.563, 0.528, 0.451, 0.456, 0.348, 0.381, 0.305, 0.472, 0.238, 0.538, 0.338, 0.395, 0.436, 0.426, 0.361, 0.355, 0.450, 0.375, 0.464, 0.312, 0.428, 0.241, 0.201, 0.307, 0.389, 0.470, 0.338, 0.532, 0.085, 0.420, 0.375, 0.464, 0.352, 0.497, 0.378, 0.267, 0.284, 0.459, 0.411, 0.461, 0.330, -0.379, -0.053, -0.342, 0.196, -0.318, -0.034, 0.113, -0.180, -0.078, -0.257, 0.494, 0.366], "total_charge": 1, "fmax_ev_per_a": 0.5, "e_lumo_ha": [-0.1789, -0.1535], "energy_ha": -4426.4411}